(1)
{
  "formula": "C4H5NO3",
  "method": "wB97M-V/def2-TZVPD",
  "elements": ["C", "C", "C", "O", "O", "C", "O", "N", "H", "H", "H", "H", "H"],
  "positions_angstrom": [[1.019, 1.056, -0.655], [-0.675, -1.781, 0.182], [-0.041, -0.536, 0.690], [1.170, -0.211, -0.346], [1.434, 1.984, 0.196], [-0.973, 1.144, -0.593], [0.024, -0.040, 1.757], [-1.972, 1.644, -0.892], [1.322, 1.683, 1.115], [1.154, 1.351, -1.694], [-1.504, -2.033, 0.842], [0.066, -2.581, 0.238], [-1.026, -1.681, -0.839]],
  "forces_ev_per_a": [[-1.871, 0.422, 0.319], [-0.554, 0.158, 0.132], [2.443, -0.598, 0.093], [-1.061, -0.903, 1.089], [-0.004, 0.137, -0.041], [1.178, 0.936, -0.832], [-0.281, -0.053, -0.767], [-0.085, -0.278, 0.165], [0.005, -0.112, -0.184], [0.025, -0.066, 0.163], [-0.017, 0.064, -0.049], [0.142, 0.196, -0.040], [0.079, 0.098, -0.047]],
  "homo_ev": -10.92,
  "de_lowest_kj_mol": 298.1,
  "gap_ev": 10.47
}



(2)
{
  "formula": "C39H108O21",
  "method": "wB97M-V/def2-TZVPD",
  "elements": ["C", "C", "C", "O", "H", "H", "H", "H", "H", "H", "H", "H", "C", "C", "C", "O", "H", "H", "H", "H", "H", "H", "H", "H", "C", "C", "C", "O", "H", "H", "H", "H", "H", "H", "H", "H", "C", "C", "C", "O", "H", "H", "H", "H", "H", "H", "H", "H", "C", "C", "C", "O", "H", "H", "H", "H", "H", "H", "H", "H", "C", "C", "C", "O", "H", "H", "H", "H", "H", "H", "H", "H", "C", "C", "C", "O", "H", "H", "H", "H", "H", "H", "H", "H", "C", "C", "C", "O", "H", "H", "H", "H", "H", "H", "H", "H", "C", "C", "C", "O", "H", "H", "H", "H", "H", "H", "H", "H", "C", "C", "O", "O", "H", "H", "H", "H", "H", "H", "C", "C", "O", "O", "H", "H", "H", "H", "H", "H", "C", "C", "O", "O", "H", "H", "H", "H", "H", "H", "C", "C", "O", "O", "H", "H", "H", "H", "H", "H", "C", "C", "O", "O", "H", "H", "H", "H", "H", "H", "C", "C", "O", "O", "H", "H", "H", "H", "H", "H"],
  "positions_angstrom": [[-30.265, -11.198, 31.128], [-29.314, -12.036, 31.987], [-29.132, -11.670, 33.453], [-29.849, -13.286, 32.031], [-29.858, -10.217, 30.881], [-31.276, -11.161, 31.535], [-30.267, -11.600, 30.115], [-28.373, -12.061, 31.438], [-28.420, -12.363, 33.902], [-30.037, -11.668, 34.061], [-28.769, -10.656, 33.625], [-30.676, -13.188, 32.509], [-33.438, -2.268, 24.616], [-33.876, -2.636, 26.073], [-33.000, -3.664, 26.818], [-33.975, -1.530, 26.906], [-33.319, -3.205, 24.072], [-32.444, -1.824, 24.664], [-34.201, -1.721, 24.062], [-34.858, -3.073, 25.890], [-32.009, -3.212, 26.764], [-33.036, -4.645, 26.344], [-33.285, -3.833, 27.856], [-33.118, -1.102, 26.979], [-37.631, -8.560, 27.542], [-36.694, -7.766, 26.693], [-35.545, -7.163, 27.494], [-36.229, -8.487, 25.572], [-38.466, -8.978, 26.979], [-37.882, -7.941, 28.404], [-37.150, -9.439, 27.970], [-37.293, -6.958, 26.273], [-35.088, -6.324, 26.969], [-34.781, -7.936, 27.582], [-35.873, -6.823, 28.476], [-35.906, -7.827, 24.954], [-28.259, -11.443, 24.912], [-27.672, -12.607, 24.041], [-27.325, -12.180, 22.593], [-26.600, -13.211, 24.691], [-28.501, -11.823, 25.904], [-29.105, -10.879, 24.518], [-27.487, -10.674, 24.943], [-28.385, -13.431, 24.051], [-27.049, -13.048, 21.994], [-26.492, -11.479, 22.543], [-28.206, -11.731, 22.135], [-26.362, -14.052, 24.294], [-28.835, -3.222, 26.636], [-27.860, -4.202, 27.260], [-28.316, -4.483, 28.703], [-28.088, -5.451, 26.595], [-28.792, -2.243, 27.112], [-29.863, -3.569, 26.747], [-28.686, -3.078, 25.566], [-26.855, -3.780, 27.271], [-27.989, -5.453, 29.078], [-29.395, -4.407, 28.838], [-27.888, -3.732, 29.368], [-29.034, -5.610, 26.562], [-32.874, -7.654, 31.819], [-34.064, -7.482, 30.882], [-34.620, -8.945, 30.655], [-34.969, -6.548, 31.455], [-32.939, -8.539, 32.453], [-32.650, -6.823, 32.488], [-32.060, -7.812, 31.112], [-33.785, -6.993, 29.949], [-34.064, -9.565, 29.952], [-35.579, -8.793, 30.160], [-34.816, -9.551, 31.540], [-34.556, -5.690, 31.335], [-30.492, -8.801, 26.463], [-31.212, -7.641, 27.086], [-30.895, -7.280, 28.543], [-31.000, -6.599, 26.261], [-29.453, -8.505, 26.321], [-30.878, -9.037, 25.472], [-30.487, -9.714, 27.059], [-32.274, -7.884, 27.063], [-31.139, -8.120, 29.193], [-31.482, -6.402, 28.811], [-29.823, -7.079, 28.524], [-30.931, -6.752, 25.316], [-27.414, -9.954, 29.520], [-26.479, -9.619, 28.384], [-26.243, -8.128, 28.016], [-25.277, -10.148, 28.759], [-27.565, -11.023, 29.676], [-28.398, -9.495, 29.435], [-26.984, -9.549, 30.436], [-26.904, -10.187, 27.556], [-27.116, -7.482, 27.923], [-25.700, -8.059, 27.073], [-25.615, -7.716, 28.806], [-24.799, -10.323, 27.945], [-33.375, -11.213, 21.415], [-32.892, -12.259, 22.401], [-31.571, -11.964, 23.160], [-33.838, -12.702, 23.374], [-33.416, -10.229, 21.882], [-34.369, -11.556, 21.129], [-32.672, -11.168, 20.583], [-32.692, -13.176, 21.845], [-30.801, -11.976, 22.389], [-31.374, -12.697, 23.942], [-31.572, -10.981, 23.631], [-34.018, -12.031, 24.037], [-28.721, -6.011, 33.038], [-28.865, -7.036, 31.871], [-29.206, -8.339, 32.428], [-29.949, -5.639, 33.617], [-28.194, -5.097, 32.766], [-28.195, -6.462, 33.880], [-27.979, -7.354, 31.322], [-29.651, -6.744, 31.175], [-30.050, -8.159, 32.848], [-30.072, -6.263, 34.336], [-29.357, -4.774, 21.413], [-30.138, -4.612, 22.706], [-30.748, -3.367, 22.904], [-30.197, -4.899, 20.291], [-28.741, -5.671, 21.453], [-28.837, -3.824, 21.284], [-29.506, -4.843, 23.564], [-30.975, -5.309, 22.722], [-31.536, -3.378, 22.357], [-30.673, -5.730, 20.356], [-26.046, -6.784, 22.737], [-27.053, -7.771, 23.341], [-28.207, -7.047, 23.750], [-25.126, -6.430, 23.710], [-26.563, -5.854, 22.500], [-25.531, -7.208, 21.874], [-26.583, -8.458, 24.044], [-27.333, -8.451, 22.536], [-27.915, -6.675, 24.585], [-24.588, -5.721, 23.350], [-32.805, -3.688, 32.011], [-31.532, -3.592, 31.147], [-31.162, -2.292, 30.782], [-33.956, -3.896, 31.117], [-32.932, -2.898, 32.752], [-32.853, -4.534, 32.696], [-31.617, -4.187, 30.238], [-30.681, -3.917, 31.746], [-31.924, -1.856, 30.393], [-34.120, -3.065, 30.665], [-33.180, -7.539, 23.286], [-33.815, -6.413, 24.129], [-35.235, -6.443, 24.142], [-31.798, -7.649, 23.476], [-33.376, -7.451, 22.218], [-33.711, -8.401, 23.690], [-33.603, -5.442, 23.681], [-33.401, -6.482, 25.135], [-35.596, -5.950, 23.402], [-31.402, -8.077, 22.714], [-34.073, -10.799, 26.740], [-33.172, -12.040, 26.892], [-32.483, -11.953, 28.093], [-34.679, -10.857, 25.497], [-33.446, -9.914, 26.844], [-34.831, -10.787, 27.523], [-32.473, -12.107, 26.058], [-33.770, -12.948, 26.968], [-31.876, -12.688, 28.207], [-35.282, -10.112, 25.432]],
  "forces_ev_per_a": [[0.953, 0.725, -0.515], [-0.496, 1.890, 0.100], [0.827, 1.450, 0.250], [-0.642, -3.042, -0.482], [-0.282, 0.400, 0.835], [-0.016, 0.159, -0.030], [-0.408, -0.708, 0.101], [0.238, -0.226, 0.365], [-0.072, -0.035, 0.003], [-0.456, -0.480, -0.346], [0.375, 0.114, -0.288], [-0.174, -0.345, 0.022], [0.402, -1.108, 1.177], [-0.053, -1.199, -0.907], [-0.117, 0.225, -1.184], [-0.872, 1.192, 0.413], [0.134, -0.159, -0.023], [-0.102, 0.415, -0.400], [0.220, 0.470, 0.391], [-0.443, 0.242, 0.726], [0.398, -0.549, 0.238], [0.444, 0.071, -0.175], [-0.226, 0.424, -0.012], [0.171, -0.002, -0.116], [0.408, -1.007, 0.441], [-0.327, 1.140, -0.130], [0.079, -0.249, -0.276], [0.083, -1.115, 0.192], [-0.257, 0.508, 0.101], [-0.618, -0.055, -0.183], [0.375, -0.119, 0.037], [-0.108, 0.412, 0.087], [-0.038, 0.092, -0.062], [0.110, -0.050, 0.348], [0.096, -0.025, 0.031], [0.157, 0.243, -0.438], [1.234, -0.463, -0.590], [-1.572, 0.164, -0.654], [-0.407, -0.268, 0.608], [1.710, 0.578, 1.210], [0.123, 0.185, 0.023], [-0.257, -0.656, -0.386], [0.280, 0.001, 0.546], [-0.912, 0.350, -0.704], [0.002, -0.090, 0.009], [-0.024, 0.102, 0.243], [0.011, 0.082, -0.081], [-0.213, 0.083, -0.192], [-0.016, 0.840, -0.184], [-2.838, -0.615, 0.983], [0.679, 0.896, 0.683], [1.816, -0.290, -0.972], [0.082, 0.113, 0.064], [0.009, -0.232, 0.125], [0.280, -0.048, -0.043], [0.260, -0.894, -0.610], [0.141, -0.043, -0.249], [-0.108, -0.115, -0.289], [-0.010, 0.125, 0.223], [-0.519, 0.048, 0.112], [0.903, -0.153, -0.570], [0.199, -0.995, 1.239], [-1.238, 1.610, -0.824], [-1.061, -1.038, 0.150], [-0.227, -0.060, -0.071], [-0.064, 0.300, -0.345], [0.660, -0.072, 0.481], [0.456, -0.642, -0.397], [0.567, 0.325, 0.086], [-0.308, -0.214, -0.018], [0.238, 0.453, 0.278], [-0.149, 0.436, -0.047], [0.944, -0.954, 0.532], [-1.479, -2.509, 0.590], [0.424, -0.292, -1.443], [0.764, 4.371, -0.774], [0.274, -0.030, 0.009], [-0.237, 0.092, 0.042], [-0.172, -0.067, 0.110], [-0.578, -0.164, 0.098], [0.112, 0.038, -0.013], [0.164, 0.062, 0.155], [0.109, 0.208, 0.653], [-0.135, -0.844, -0.105], [-0.409, 1.098, 0.830], [-2.017, 0.712, -0.453], [-0.439, -0.475, 0.447], [2.105, -1.168, 0.024], [0.267, -0.002, -0.324], [-0.053, 0.075, -0.291], [0.038, -0.056, 0.273], [0.150, 0.186, -0.689], [-0.247, -0.258, -0.051], [0.099, -0.040, -0.024], [0.082, 0.085, 0.008], [0.446, -0.102, 0.121], [0.140, -0.300, 0.799], [0.928, -1.040, 1.725], [-0.454, 0.460, -1.093], [-0.444, -0.085, -0.809], [-0.214, 0.108, 0.020], [0.040, 0.382, -0.405], [-0.227, -0.006, -0.196], [-0.064, -0.053, -0.234], [0.500, 0.025, 0.277], [-0.033, -0.158, -0.298], [-0.117, 0.209, 0.028], [-0.114, 0.536, 0.244], [0.922, -0.514, -0.387], [0.080, -1.067, 1.078], [-0.426, 1.065, 0.063], [-0.978, -0.103, -0.173], [-0.018, -0.041, -0.336], [0.816, -0.297, -0.507], [0.377, 1.118, -0.015], [0.001, 0.306, -0.080], [-0.405, -0.551, 0.173], [-0.411, 0.200, 0.116], [-0.462, 0.262, 0.555], [-0.314, -1.065, 0.231], [0.088, 0.935, -0.119], [-0.669, 0.307, -0.677], [0.518, 0.316, 0.347], [0.560, -0.298, -0.194], [0.098, 0.166, -0.004], [0.255, -0.812, -0.010], [-0.017, 0.355, -0.083], [-0.017, -0.088, -0.011], [-0.496, -0.275, 0.141], [0.163, 0.230, -2.057], [0.431, -0.933, 0.616], [1.291, 0.175, 1.191], [-0.504, -0.295, -0.737], [-0.112, -0.083, -0.293], [-0.054, 0.484, 0.713], [-0.487, 0.084, -0.173], [-0.396, 0.603, 0.593], [0.162, 0.057, 0.202], [-0.500, -0.920, -0.844], [0.248, -0.281, 1.306], [-0.223, 1.005, -0.135], [0.728, 0.608, 1.007], [-0.059, 0.804, -0.639], [0.503, -0.526, -0.517], [-0.244, -0.484, 0.171], [-0.062, -0.443, -0.053], [0.004, 0.193, -0.195], [-0.269, 0.014, -0.148], [-1.412, -0.212, 0.316], [0.799, 0.945, -1.372], [-0.131, -0.680, 0.326], [0.558, 0.401, 0.580], [-0.437, 0.183, -0.016], [0.092, -0.662, -0.329], [0.799, 0.145, 0.329], [-0.300, 0.089, 0.094], [0.119, -0.037, -0.051], [0.063, -0.055, 0.070], [0.854, -0.789, 0.736], [-0.756, -0.124, -0.213], [0.813, 0.863, 1.392], [0.047, -0.466, -1.071], [0.156, 0.228, 0.106], [0.036, -0.020, 0.318], [-0.132, 0.026, -0.333], [-0.367, -0.045, -0.718], [-0.079, -0.060, -0.109], [-0.494, 0.510, -0.085]],
  "homo_ev": -9.69,
  "de_lowest_kj_mol": 341.8,
  "gap_ev": 9.56
}



(3)
{
  "formula": "C12H34BNO10P",
  "method": "wB97M-V/def2-TZVPD",
  "elements": ["C", "C", "C", "O", "C", "C", "C", "C", "P", "O", "O", "C", "N", "O", "B", "O", "O", "H", "H", "H", "H", "H", "H", "H", "H", "H", "H", "H", "H", "H", "H", "H", "H", "H", "H", "C", "O", "H", "H", "H", "H", "C", "O", "H", "H", "H", "H", "C", "O", "H", "H", "H", "H", "C", "O", "H", "H", "H", "H"],
  "positions_angstrom": [[-2.782, 1.037, 1.938], [-2.458, 0.074, 0.796], [-2.149, 0.752, -0.523], [-0.841, 1.328, -0.454], [-0.157, 1.450, -1.663], [0.870, 0.347, -1.855], [0.426, -1.093, -1.566], [1.573, -1.754, -0.787], [1.092, -2.615, 0.902], [0.981, -1.199, 1.694], [-0.457, -3.011, 0.622], [2.451, -0.640, -0.440], [2.034, 0.462, -0.941], [2.540, 1.691, -0.692], [3.952, 1.923, -0.702], [4.377, 2.940, 0.063], [4.794, 1.113, -1.400], [-3.383, 1.866, 1.562], [-3.353, 0.548, 2.722], [-1.870, 1.464, 2.355], [-3.291, -0.615, 0.638], [-1.566, -0.504, 1.069], [-2.204, 0.046, -1.359], [-2.874, 1.548, -0.721], [0.365, 2.410, -1.668], [-0.826, 1.435, -2.529], [1.277, 0.452, -2.867], [-0.453, -1.054, -0.920], [0.135, -1.619, -2.471], [2.101, -2.555, -1.308], [0.390, -1.203, 2.480], [-1.091, -2.278, 0.628], [3.334, -0.672, 0.186], [4.636, 3.773, -0.334], [4.415, 0.474, -2.008], [-0.900, -1.516, 5.195], [0.107, -1.247, 4.210], [-1.679, -0.772, 5.055], [-1.326, -2.512, 5.069], [-0.490, -1.416, 6.199], [0.834, -1.864, 4.352], [-5.902, 3.273, 2.347], [-5.915, 1.884, 2.653], [-5.548, 3.368, 1.323], [-6.900, 3.714, 2.406], [-5.228, 3.832, 3.002], [-6.240, 1.780, 3.552], [6.627, 2.859, -4.341], [6.841, 2.851, -2.939], [7.421, 3.460, -4.779], [6.682, 1.855, -4.773], [5.669, 3.313, -4.614], [6.156, 2.327, -2.516], [-2.236, -5.406, -2.234], [-1.584, -5.276, -0.981], [-2.756, -6.361, -2.222], [-2.975, -4.616, -2.399], [-1.531, -5.412, -3.070], [-1.116, -4.438, -0.947]],
  "forces_ev_per_a": [[0.189, 0.162, -0.274], [0.025, -0.015, 0.067], [-0.045, 0.216, -0.088], [0.053, -0.124, 0.222], [-0.060, 0.147, 0.120], [0.096, -0.199, -0.413], [-0.330, 0.143, 0.243], [0.006, -0.407, 0.253], [0.024, 0.064, -0.043], [-0.295, 0.001, -0.404], [0.110, 0.000, -0.069], [-0.041, 0.018, -0.043], [0.191, 0.112, -0.020], [0.015, -0.013, 0.345], [0.096, -0.112, -0.098], [-0.497, -0.026, -0.130], [-0.026, 0.136, 0.000], [-0.106, -0.058, 0.085], [0.037, 0.002, 0.055], [-0.003, -0.025, 0.051], [-0.016, -0.005, -0.007], [-0.136, -0.070, 0.019], [0.011, -0.034, 0.036], [-0.019, -0.037, -0.026], [-0.038, 0.021, -0.047], [-0.018, -0.024, 0.010], [0.045, 0.009, 0.038], [0.068, 0.057, -0.100], [0.158, -0.062, -0.022], [0.060, 0.122, -0.119], [0.235, 0.080, 0.383], [-0.064, 0.003, -0.032], [-0.020, 0.055, 0.033], [0.359, 0.100, -0.003], [-0.029, -0.092, -0.064], [-0.102, 0.076, -0.057], [0.052, -0.248, -0.109], [-0.004, 0.000, 0.007], [0.012, -0.003, -0.018], [0.009, 0.015, -0.007], [0.047, 0.073, 0.168], [-0.008, -0.005, -0.033], [0.019, 0.054, 0.042], [-0.004, 0.014, -0.001], [-0.006, -0.011, -0.002], [0.010, -0.011, 0.001], [-0.046, -0.038, 0.001], [0.027, 0.004, -0.016], [-0.073, 0.131, 0.037], [-0.005, -0.003, -0.013], [0.003, -0.004, 0.012], [-0.003, 0.003, 0.013], [0.085, -0.144, -0.003], [0.010, -0.007, 0.001], [-0.012, -0.032, -0.079], [-0.006, 0.000, -0.011], [-0.002, -0.001, 0.011], [0.009, -0.006, 0.007], [-0.043, -0.003, 0.091]],
  "homo_ev": -12.34,
  "total_charge": 1,
  "gap_ev": 8.62
}